1.
11
Properties=species:S:1:pos:R:3:forces:R:3 method="wB97M-V/def2-TZVPD" homo_lumo_gap_ev="9.1 / 9.1"
C 0.6963 0.2911 0.1293 -2.251 6.222 -2.721
C 2.0416 -0.1258 0.0777 -1.221 -0.393 0.659
C -1.7058 0.1282 0.0109 0.182 0.643 -1.941
N -0.3622 -0.4465 0.1023 0.440 0.468 1.891
O 2.8916 0.6710 -0.1118 2.571 1.179 -0.545
O -0.3253 -1.6693 0.3047 -0.128 -1.291 -0.058
H 0.4992 1.7704 -0.4183 0.633 -4.581 1.965
H 2.1280 -1.1592 0.2975 0.894 -1.555 0.098
H -1.6036 1.2718 -0.2236 -0.708 -2.275 1.243
H -1.9120 -0.3522 -0.9524 -1.118 0.330 0.019
H -2.3478 -0.3793 0.7836 0.708 1.253 -0.611

2.
11
Properties=species:S:1:pos:R:3:forces:R:3 method="wB97M-V/def2-TZVPD" homo_lumo_gap_ev="8.8 / 8.0"
C -0.8331 0.4620 0.1186 7.895 -1.680 0.215
C -2.0405 -0.1474 -0.0424 -2.187 -2.069 -1.042
C 1.6794 0.1665 0.0344 -0.769 1.916 2.267
N 0.3891 -0.4718 0.0051 -5.532 3.235 0.346
O 0.2569 -1.6695 -0.2421 0.859 0.100 0.198
O -3.1029 0.4127 0.0343 -1.644 1.455 0.409
H -0.4675 1.4905 0.2904 -0.940 -0.754 -0.047
H -2.1149 -1.2103 -0.3557 0.924 0.129 0.307
H 1.9196 0.9083 0.8441 -1.337 -0.322 -0.776
H 1.9004 0.5449 -0.8883 0.209 1.413 -2.480
H 2.4136 -0.4859 0.2017 2.523 -3.423 0.605

3.
11
Properties=species:S:1:pos:R:3:forces:R:3 method="wB97M-V/def2-TZVPD" homo_lumo_gap_ev=9.3
N -1.9294 -0.3554 0.1643 -0.094 0.019 -0.048
C -0.7897 0.3119 -0.1640 -0.039 0.217 -0.072
O -0.7679 1.4086 -0.6812 -0.068 -0.486 0.181
C 0.4962 -0.4099 0.2409 -0.066 -0.092 0.104
C 2.2263 0.9184 -0.4747 -0.010 -0.310 -0.346
O 1.4815 -0.1242 -0.7446 0.234 0.413 0.112
H -1.9176 -1.3319 0.4087 0.024 0.156 -0.018
H -2.8098 0.0596 -0.1008 0.103 -0.031 0.047
H 0.3752 -1.4958 0.2908 0.009 0.158 -0.045
H 0.8366 -0.0122 1.2024 -0.082 -0.052 -0.095
H 2.8088 1.0231 -1.4222 -0.010 0.007 0.180

4.
11
Properties=species:S:1:pos:R:3:forces:R:3 method="wB97M-V/def2-TZVPD" homo_lumo_gap_ev=10.3
C 1.9392 -0.6902 0.4763 0.180 0.091 0.036
N 0.6323 -1.2060 0.1941 -0.895 0.225 -0.223
C -0.4654 -0.8928 -0.0750 0.960 -0.544 0.249
O -0.6014 1.2140 -0.1802 -0.195 0.161 -0.053
C -1.8196 1.3021 -0.4698 0.073 0.072 0.012
O -2.5938 0.3146 -0.6260 0.197 -0.022 0.053
H 2.6479 -1.0983 -0.2452 -0.087 0.042 0.082
H 2.2374 -1.0008 1.4783 -0.042 0.026 -0.113
H 1.8970 0.3990 0.4057 0.046 -0.119 0.018
H -1.6265 -0.6560 -0.3599 -0.226 0.168 -0.061
H -2.2469 2.3136 -0.5971 -0.010 -0.101 0.000

Energy: -8771.6646, -8772.7715, -8774.2919, -8774.9689 (eV)
Max |F|: 7.15, 8.07, 0.52, 1.13 (eV/A)